(1)
Entry from the Open Molecules 2025 dataset: a 2-piece molecular cluster, C14H19N2O2 overall (the ωB97M-V functional and the def2-TZVPD basis).

Properties
**Spin multiplicity**: 1
**Total charge**: +1
**Electronic energy**: -21891.6415 eV

```
37
Properties=species:S:1:pos:R:3:forces:R:3:lowdin_charge:R:1
C 0.7827 1.6320 -0.4874 0.108 -0.141 -0.016 -0.0155
C 1.0872 0.1698 -0.8311 0.106 0.190 0.180 -0.3918
C 1.4989 -0.0741 -2.2896 -0.072 0.344 0.044 -0.0910
C 0.3527 -0.4061 -3.2648 0.007 -0.205 -0.100 -0.2524
C -0.8900 0.3053 -2.9575 0.061 -0.082 0.136 -0.1860
N -1.8714 0.8416 -2.7066 -0.126 0.120 -0.049 0.1977
C 0.0746 -1.9363 -3.4434 0.223 0.043 -0.127 -0.0988
C 0.5754 -2.7745 -2.3570 -0.186 0.168 0.132 -0.2228
N 1.0008 -3.3943 -1.4915 0.122 -0.131 0.033 0.1709
O 0.0087 -0.6832 -0.5408 0.125 -0.194 -0.045 -0.1426
C -0.2086 -1.0041 0.8100 -0.455 -0.108 0.134 -0.1534
C -1.1366 -0.0531 1.5248 0.203 0.160 -0.054 -0.2137
C -0.8946 0.3305 2.8357 0.006 -0.036 -0.075 -0.0681
C -1.7499 1.2067 3.4868 0.118 0.000 0.139 -0.0829
C -2.8503 1.7158 2.8211 -0.119 0.070 -0.016 -0.0754
C -3.0995 1.3346 1.5110 0.038 -0.074 -0.100 -0.0524
C -2.2481 0.4528 0.8657 -0.051 0.019 -0.015 -0.0272
H -0.2410 1.8788 -0.7542 -0.021 0.086 -0.098 0.0787
H 1.4699 2.2984 -1.0077 0.003 0.055 -0.020 0.0854
H 0.8952 1.8079 0.5844 -0.119 0.003 0.040 0.0727
H 1.9575 -0.1319 -0.2155 0.005 -0.135 -0.009 0.1191
H 2.0103 0.8237 -2.6356 -0.003 0.005 -0.087 0.1226
H 2.2272 -0.8812 -2.3326 -0.023 -0.103 -0.045 0.1169
H 0.6552 -0.0481 -4.2494 0.003 0.011 -0.019 0.1481
H 0.5880 -2.2698 -4.3455 -0.022 -0.014 -0.045 0.1292
H -0.9848 -2.1258 -3.5986 -0.051 -0.011 0.071 0.1310
H 0.7386 -1.0648 1.3559 0.137 -0.062 -0.042 0.0925
H -0.6525 -2.0013 0.8183 0.091 -0.073 -0.084 0.1414
H -0.0332 -0.0719 3.3619 0.018 -0.029 0.059 0.0877
H -1.5474 1.4917 4.5098 -0.036 0.038 0.044 0.1039
H -3.5141 2.4099 3.3160 -0.023 0.015 0.053 0.1082
H -3.9560 1.7182 0.9755 -0.058 0.072 0.037 0.1131
H -2.4343 0.1744 -0.1620 -0.010 -0.014 -0.068 0.1025
O 2.8341 -0.3779 2.5389 0.168 0.026 0.096 0.3349
H 3.1229 0.5373 2.3367 -0.077 0.007 -0.036 0.2053
H 2.8188 -0.5558 3.5030 -0.029 -0.002 -0.005 0.2062
H 3.3564 -1.0471 2.0470 -0.063 -0.021 -0.044 0.2060
```
Positions in Å, forces in eV/Å.

***

(2)
Entry from the Open Molecules 2025 dataset: a 2-piece molecular cluster, C3H7PS overall (the ωB97M-V functional and the def2-TZVPD basis).

Properties
**Spin multiplicity**: 1
**Total charge**: 0
**Electronic energy**: -23344.3238 eV

```
12
Properties=species:S:1:pos:R:3:forces:R:3:lowdin_charge:R:1
C 0.9383 -0.2790 -0.0866 1.014 0.334 0.124 -0.8802
C 0.1331 -1.2832 -0.7619 0.607 -2.432 1.133 -0.1748
C 0.5340 1.1797 -0.1257 -0.755 -1.903 0.270 -0.1282
P -1.7542 0.8562 2.4870 -0.027 0.008 0.355 0.4926
S 2.1897 -0.8715 0.7467 0.679 0.721 0.455 0.7056
H -0.2511 -1.9841 -0.0018 0.169 0.208 0.050 0.0873
H 0.7276 -1.9837 -1.3840 -0.548 0.923 -0.218 0.0996
H -0.7160 -0.8417 -1.1091 -2.315 0.867 -2.131 0.0362
H -0.3237 1.2245 0.5401 0.204 0.289 0.916 -0.0490
H 0.0273 1.5729 -0.9753 0.199 -0.153 -1.494 0.0760
H 1.3577 1.7544 0.1563 0.918 1.201 0.715 0.0512
H -2.3867 0.5566 1.2615 -0.144 -0.065 -0.175 -0.3163
```
Positions in Å, forces in eV/Å.

***

(3)
Entry from the Open Molecules 2025 dataset: a 2-piece molecular cluster, C7H15S overall (the ωB97M-V functional and the def2-TZVPD basis).

Properties
**Spin multiplicity**: 1
**Total charge**: -1
**Electronic energy**: -18337.5780 eV

```
23
Properties=species:S:1:pos:R:3:forces:R:3:lowdin_charge:R:1
C -1.8778 -0.5413 2.1556 -0.229 -0.057 0.472 -0.1799
C -1.3643 0.7518 1.5225 -0.355 -0.084 0.656 -0.3732
C -0.7291 1.6599 2.6163 0.553 -0.303 -1.196 -0.8454
S -1.8826 2.3073 3.8095 -0.466 0.202 0.533 0.1015
H -1.0764 -1.2198 2.4694 0.119 0.112 -0.110 0.0562
H -2.5957 -1.1305 1.5758 0.138 0.159 -0.304 0.0485
H -2.4022 -0.2315 3.0659 0.015 -0.090 0.007 0.0161
H -0.6702 0.5348 0.7012 0.059 0.155 -0.007 0.0608
H -2.2320 1.3069 1.1538 0.103 -0.016 -0.278 0.0763
H -0.2358 2.4882 2.0886 0.020 -0.063 0.047 0.0211
H 0.0769 1.0787 3.0793 0.061 -0.022 0.157 0.0297
C 1.0282 -0.2082 -2.5086 0.700 -0.857 0.314 -0.1940
C 1.3907 -1.0404 -1.5335 -0.530 0.194 0.000 -0.1829
C 2.7035 -1.7421 -1.4722 0.617 -0.345 -0.079 -0.1244
C -0.2010 0.6193 -2.5537 -0.576 0.156 -0.514 -0.1132
H 1.7250 -0.1922 -3.3478 -0.133 0.517 -0.067 0.0954
H 0.6994 -1.1995 -0.7083 0.119 0.085 0.111 0.0985
H 3.2374 -1.5143 -0.5459 -0.102 0.125 0.040 0.0701
H 2.6604 -2.8365 -1.5042 -0.358 0.060 0.016 0.0658
H 3.3661 -1.4498 -2.2913 -0.121 0.117 -0.035 0.0649
H -0.9490 0.3736 -1.8005 0.254 -0.121 0.210 0.0666
H -0.7012 0.5040 -3.5224 0.066 0.071 0.009 0.0664
H 0.0295 1.6817 -2.4494 0.050 0.004 0.017 0.0752
```
Positions in Å, forces in eV/Å.

***

(4)
Entry from the Open Molecules 2025 dataset: a 11-piece molecular cluster, C5H31NO11 overall (the ωB97M-V functional and the def2-TZVPD basis).

Properties
**Spin multiplicity**: 1
**Total charge**: 0
**Electronic energy**: -29700.3632 eV
**SMILES**: CCN(C)C(C)=O.O.O.O.O.O.O.O.O.O.O

```
48
Properties=species:S:1:pos:R:3:forces:R:3:lowdin_charge:R:1
C -0.4114 -0.2047 3.8926 0.026 -1.167 -1.832 0.0201
C 0.9742 -0.0970 3.2300 -0.893 0.570 1.074 -0.5046
N 1.2307 -0.8796 2.1354 0.143 -1.210 0.771 -0.1102
C 0.2135 -1.5632 1.3267 0.794 -0.198 1.315 -0.2187
C -0.1830 -0.5865 0.2546 -2.729 -0.972 -0.574 -0.0596
C 2.5854 -1.1078 1.7378 2.021 0.848 -0.021 -0.0622
O 1.7784 0.6450 3.7632 0.672 -0.182 -0.477 0.0485
H -0.8578 0.7293 4.2142 0.516 0.073 0.420 0.0798
H -1.0780 -0.6227 3.1375 -0.386 0.107 0.319 0.0512
H -0.3129 -0.9911 4.6478 -0.141 0.498 0.266 0.0964
H 0.5427 -2.5836 1.0788 0.698 0.783 -0.944 0.1174
H -0.6249 -1.9562 1.9157 -0.113 1.048 0.064 0.1118
H -1.2437 -0.8953 0.0923 0.707 0.518 -0.894 0.0951
H -0.2688 0.4451 0.5772 0.452 0.057 0.625 0.0556
H 0.3810 -0.5610 -0.6665 0.136 -0.412 -0.155 0.0514
H 2.9225 -2.1242 1.5336 -0.782 -0.455 0.449 0.0953
H 3.2852 -0.6886 2.4755 -0.459 -0.186 0.078 0.1047
H 2.9168 -0.6127 0.8198 -0.507 0.232 -0.378 0.0714
H -1.5114 -2.7836 -1.3022 0.229 -0.889 -0.210 0.0152
H -1.1536 -4.1794 -0.5534 -0.277 0.005 -0.642 0.0536
O -1.1642 -3.2236 -0.5107 -0.028 0.439 0.967 -0.0620
H -3.8301 2.1508 -1.3625 -0.182 -0.404 -0.106 0.0492
H -3.1599 3.0508 -2.2961 0.005 0.045 -0.485 0.0653
O -3.7326 2.2728 -2.3231 0.020 0.491 0.877 -0.0478
H -1.0771 -2.2765 -3.8434 -0.019 -0.382 -0.385 0.0745
H -1.4143 -1.1249 -2.9384 0.263 0.131 0.136 0.0266
O -0.9805 -2.0140 -2.9295 -0.554 0.588 -0.148 -0.0753
H 1.5318 1.7764 -2.0161 0.047 0.707 -0.954 -0.0130
H 1.1118 2.6304 -3.2845 0.506 -0.112 -0.006 0.0441
O 0.8205 2.2995 -2.4358 -0.933 -0.006 0.745 -0.0661
H 1.6955 1.8334 0.0729 -0.272 1.029 -0.336 0.0022
H 2.5904 1.1016 0.8277 0.955 -0.225 0.820 -0.0192
O 2.4620 2.0290 0.6257 -0.786 -0.480 -0.415 -0.0320
H -0.2219 2.5151 2.6235 0.942 0.301 -0.471 0.0152
H -0.7582 3.9017 1.9409 0.784 -0.379 -0.261 0.0527
O -0.8789 3.2021 2.5813 -1.341 0.193 1.114 -0.0413
H -2.7862 0.9062 -2.9773 0.359 0.010 0.017 0.0246
H -1.2947 1.2182 -3.1583 0.194 -0.097 0.128 0.0319
O -1.9285 0.4923 -3.2103 -0.162 -0.075 -0.112 -0.0641
H 0.6259 -2.5401 -2.4939 0.179 -0.112 0.192 -0.0206
H 1.5521 -2.5443 -1.2857 -0.047 -0.173 0.109 0.0062
O 1.5131 -2.8275 -2.2036 0.197 0.281 -0.141 -0.0731
H -2.7499 2.2624 1.7237 0.813 -0.097 0.253 0.0328
H -1.6963 1.5841 0.7337 0.596 -0.123 0.620 -0.0221
O -2.5386 2.0007 0.8279 -1.886 0.179 -1.396 -0.0477
H 3.0859 -0.3138 -2.5360 -0.112 -0.137 0.044 0.0726
H 1.5807 -0.0680 -2.2798 0.242 -0.430 -0.311 0.0263
O 2.4570 0.3229 -2.1829 0.111 -0.230 0.251 -0.0519
```
Positions in Å, forces in eV/Å.